The following is a quantum chemistry calculation of C38H57BCrN10O3S5 as an isolated structure at a distorted geometry, from OMol25.

Summary:
frontier orbital gap (alpha / beta): 0.22206 / 0.23030 Eh
total charge: -1
strongest force on any atom: 2.0 eV/A
calculated total energy: -5316.03847 hartree
HOMO (alpha / beta): -3.749 / -3.974 eV
energy relative to the best compared isomer or geometry (same formula, charge and spin): 232.2 kJ/mol
spin multiplicity: 4

The geometry in XYZ format:
```
115
C38H57BCrN10O3S5, DFT ωB97M-V/def2-TZVPD
H -0.20 6.22 0.03
H -2.56 -6.32 2.09
N -3.24 2.09 2.70
H -6.47 3.01 2.02
C -4.57 0.88 -3.36
H -3.58 4.75 3.47
H -0.45 -0.09 0.64
C 0.28 4.17 -0.51
C -1.30 -1.06 -2.80
H 5.69 -0.21 -1.93
C -3.36 0.52 -2.78
H -6.07 0.44 -4.82
C 0.86 5.21 -2.72
H -2.83 -1.59 3.24
H -5.94 1.88 3.28
C 4.06 0.22 -4.79
H -5.09 1.76 -2.99
H -2.67 -4.19 -1.00
N 2.84 -0.16 3.11
H 4.89 -0.03 -5.46
H 3.27 -2.90 -3.96
C 4.91 -1.44 3.03
O -0.61 -0.29 -2.00
C 0.87 -0.89 3.80
C 2.16 -0.79 4.15
H 0.04 -1.34 4.32
C 4.93 0.87 2.10
H 5.74 0.80 4.56
N -1.15 -1.82 1.91
C -2.83 0.98 1.97
H 4.82 0.45 1.11
C 3.93 -2.04 -4.07
H 4.63 -2.08 3.87
C 2.06 -0.60 -3.78
N 2.54 -0.19 -2.45
S -0.30 2.81 0.45
C -2.66 -0.60 -3.27
C -0.23 -5.95 0.72
C -5.69 2.30 2.30
C 3.32 -1.30 -1.89
H 2.65 -1.12 5.05
C -1.52 -5.16 0.55
C 4.68 0.56 4.54
H 1.48 0.22 -4.21
H 4.46 1.86 2.10
H -1.87 -5.69 -1.52
H -3.38 2.00 -1.58
H 6.00 -1.39 2.98
H 1.42 -1.46 -3.66
B -0.63 -0.38 1.81
H 1.91 5.14 -3.01
N 0.73 -0.33 2.54
H -4.86 4.33 0.71
H 0.63 -5.36 0.41
C -2.22 2.42 3.60
H -0.93 -4.20 -1.31
H 4.76 -2.30 -4.72
N 4.60 0.64 -3.50
S 2.26 0.80 0.59
C 5.32 -0.50 -2.91
H 4.53 -1.90 2.11
H -5.67 1.49 1.58
O -0.88 -2.13 -3.20
C -4.46 -0.99 -4.85
H -0.09 -6.25 1.76
S 0.80 -2.75 0.30
H 5.99 0.98 2.33
H -3.12 4.30 1.11
H -3.27 -4.19 2.59
S 0.24 2.52 -2.66
H 0.26 5.19 -3.64
Cr 0.10 0.92 -0.88
H 0.49 5.24 1.33
C -4.35 3.03 2.36
C -2.68 -6.04 1.04
H -0.31 1.45 4.00
C 0.54 5.44 0.26
H 6.16 -0.76 -3.55
C 3.46 0.96 -2.62
H -5.33 4.69 3.26
H -3.85 2.93 0.27
C 1.93 0.10 2.10
H -2.29 3.25 4.27
C -4.03 3.70 1.03
H 2.91 1.79 -3.05
C -1.24 1.52 3.47
S -3.61 0.18 0.71
H 3.84 1.25 -1.64
H 4.48 -0.12 5.36
H -4.89 -1.59 -5.65
H 4.11 1.48 4.71
H -4.56 3.62 4.44
H -2.70 -2.20 -4.64
N -1.61 0.62 2.48
O -2.86 1.21 -1.75
H 1.53 5.85 0.04
H -3.64 -5.55 0.90
C -2.27 -2.25 2.59
H 3.69 -1.02 -0.91
H 2.66 -2.16 -1.78
C 4.32 -0.03 3.17
N 4.46 -1.68 -2.75
C -4.45 4.08 3.46
N -1.49 -3.91 1.36
C -0.64 -2.85 1.16
C -2.50 -3.53 2.25
C 0.46 4.06 -1.83
N 3.17 -0.94 -4.68
C -1.76 -4.79 -0.91
H 3.50 1.05 -5.22
C -5.12 0.14 -4.39
H -2.68 -6.95 0.44
H -0.28 -6.86 0.10
H 0.70 6.17 -2.22
C -3.25 -1.34 -4.29
```